{"formula": "C27H67N5O11P2S", "method": "ωB97M-V/def2-TZVPD", "e_homo_ha": -0.2830, "molar_mass_g_mol": 731.9, "charge": 0, "e_tot_ev": -88462.699, "e_above_lowest_kj_mol": 647.5, "elements": ["C", "C", "O", "P", "O", "C", "C", "C", "O", "C", "O", "N", "C", "N", "P", "S", "O", "C", "C", "H", "H", "H", "H", "H", "H", "H", "H", "H", "H", "H", "H", "H", "H", "H", "H", "H", "H", "H", "H", "H", "H", "C", "O", "C", "C", "N", "C", "C", "O", "C", "H", "H", "H", "H", "H", "H", "H", "H", "H", "H", "H", "H", "H", "H", "H", "C", "O", "C", "C", "N", "C", "C", "O", "C", "H", "H", "H", "H", "H", "H", "H", "H", "H", "H", "H", "H", "H", "H", "H", "C", "O", "C", "C", "N", "C", "C", "O", "C", "H", "H", "H", "H", "H", "H", "H", "H", "H", "H", "H", "H", "H", "H", "H"], "coordinates": [[-1.2406, 0.3759, -0.0908], [-1.1110, -0.9933, 0.5376], [-0.9375, -1.9643, -0.5293], [-1.2605, -3.4916, -0.3157], [-1.2882, -3.9438, 1.0955], [-2.8045, -3.9076, -1.1441], [-3.9614, -2.9297, -0.9163], [-4.1614, -1.8928, -1.9930], [-3.0088, -1.0443, -2.0981], [-2.5820, -0.7605, -3.3357], [-2.6575, 0.3364, -3.8346], [-2.0123, -1.8952, -4.0098], [-2.5104, -2.0070, -5.3939], [-2.2412, -3.3777, -5.8217], [-0.3129, -2.0268, -3.8711], [0.6029, -0.6813, -2.8343], [-0.1654, -4.2095, -1.2215], [1.1555, -3.6304, -1.3371], [1.9376, -3.6887, -0.0344], [-0.5240, 0.4886, -0.9019], [-1.0706, 1.1262, 0.6821], [-2.2439, 0.5191, -0.4881], [-0.2598, -1.0461, 1.2144], [-2.0130, -1.2447, 1.0985], [-3.0553, -4.8820, -0.7199], [-2.6493, -4.0572, -2.2151], [-4.8930, -3.5040, -0.8953], [-3.8977, -2.4412, 0.0593], [-4.3990, -2.3588, -2.9546], [-5.0130, -1.2625, -1.7247], [-2.0006, -1.3085, -6.0618], [-3.5773, -1.7725, -5.3840], [-2.8598, -3.6520, -6.5728], [-2.4241, -3.9914, -5.0350], [0.1191, -2.1542, -5.1943], [-0.1496, -3.3058, -3.3424], [1.0974, -2.6101, -1.7187], [1.6592, -4.2353, -2.0918], [1.6376, -4.5731, 0.5269], [3.0017, -3.7549, -0.2605], [1.7619, -2.8090, 0.5853], [4.6498, 5.0082, -0.8255], [4.7228, 4.9280, 0.5833], [3.9012, 5.8580, 1.2757], [2.7619, 5.1623, 1.9848], [1.8006, 4.6311, 1.0310], [0.7808, 3.7588, 1.6001], [1.2210, 2.4557, 2.2562], [1.7626, 1.5097, 1.3572], [3.1399, 1.6534, 1.0682], [5.4296, 4.3624, -1.2248], [3.6830, 4.6687, -1.2145], [4.8280, 6.0301, -1.1748], [3.5206, 6.6213, 0.5904], [4.5266, 6.3563, 2.0217], [2.2553, 5.8831, 2.6341], [3.1995, 4.3849, 2.6271], [2.2997, 4.1218, 0.3133], [0.0918, 3.5016, 0.7914], [0.2065, 4.3333, 2.3346], [0.3256, 1.9895, 2.6771], [1.9103, 2.6171, 3.0943], [3.6923, 2.0497, 1.9247], [3.3147, 2.2950, 0.1999], [3.5274, 0.6628, 0.8299], [-3.2233, -5.2569, 8.7046], [-2.4001, -5.8274, 7.7105], [-3.1010, -6.4895, 6.6657], [-2.9784, -5.7431, 5.3571], [-3.7145, -4.4878, 5.3925], [-3.4705, -3.6090, 4.2519], [-2.0631, -3.0749, 4.0345], [-1.6300, -2.1557, 5.0267], [-1.0695, -2.7301, 6.1881], [-2.5715, -4.9248, 9.5106], [-3.7880, -4.3937, 8.3344], [-3.9300, -5.9904, 9.1055], [-4.1526, -6.6275, 6.9354], [-2.6508, -7.4791, 6.5473], [-3.3852, -6.3672, 4.5555], [-1.9077, -5.6017, 5.1559], [-3.4762, -3.9923, 6.2415], [-4.1375, -2.7490, 4.3599], [-3.7738, -4.1364, 3.3416], [-2.0696, -2.5202, 3.0976], [-1.3274, -3.8741, 3.9024], [-0.5461, -3.6637, 5.9629], [-1.8205, -2.9224, 6.9612], [-0.3510, -2.0170, 6.5936], [4.4027, 5.6533, -5.4534], [3.4093, 6.2130, -4.6216], [2.0934, 6.1752, -5.1589], [1.2112, 5.2147, -4.3949], [1.6093, 3.8338, -4.6205], [0.9513, 2.8552, -3.7565], [1.1848, 2.9456, -2.2543], [2.5068, 2.6440, -1.8437], [3.4235, 3.7168, -1.8899], [5.3666, 5.8833, -5.0030], [4.3090, 4.5650, -5.5414], [4.3726, 6.0887, -6.4572], [2.1189, 5.9142, -6.2212], [1.6758, 7.1819, -5.0691], [0.1776, 5.3421, -4.7316], [1.2534, 5.5024, -3.3347], [2.6100, 3.7577, -4.4937], [1.2743, 1.8651, -4.0798], [-0.1273, 2.9057, -3.9366], [0.5506, 2.1882, -1.7878], [0.8742, 3.9139, -1.8408], [2.9360, 4.6740, -1.6831], [3.9381, 3.7822, -2.8536], [4.1777, 3.5368, -1.1225]], "lowdin_charge": [-0.0718, -0.2175, -0.2702, 0.4659, -0.2529, -0.1928, -0.1879, -0.1570, -0.0266, -0.5942, 0.1509, -0.2292, -0.3042, 0.0100, 0.4913, 0.4088, -0.2350, -0.3205, -0.0590, -0.0052, 0.0708, 0.0736, 0.1221, 0.1023, 0.0996, 0.0828, 0.1206, 0.1158, 0.1278, 0.1345, 0.1157, 0.1213, 0.0734, 0.0638, 0.0015, -0.0117, -0.0332, 0.1171, 0.0829, 0.0774, 0.0741, -0.2116, -0.1381, -0.2015, -0.2106, -0.0343, -0.1933, -0.2250, -0.1832, -0.0848, 0.1204, -0.1207, 0.1151, 0.1258, 0.1221, 0.1240, 0.1090, 0.0691, 0.1087, 0.1198, 0.1168, 0.1131, 0.0903, 0.0543, 0.0931, -0.1204, -0.1937, -0.2199, -0.2177, -0.0503, -0.1974, -0.2297, -0.1778, -0.1067, 0.0873, 0.0790, 0.0864, 0.1205, 0.1205, 0.1238, 0.1094, 0.0692, 0.1176, 0.1157, 0.0890, 0.1084, 0.0893, 0.0710, 0.0856, -0.1172, -0.1958, -0.2179, -0.2173, -0.0459, -0.2044, -0.2135, -0.1425, -0.1829, 0.0878, 0.0797, 0.0878, 0.1219, 0.1216, 0.1252, 0.1094, 0.0717, 0.0766, 0.1235, 0.0889, 0.1149, 0.1319, 0.1465, 0.0773]}



{"formula": "C27H56NO3", "method": "ωB97M-V/def2-TZVPD", "e_homo_ha": -0.0371, "molar_mass_g_mol": 442.7, "charge": -1, "e_tot_ev": -36537.648, "elements": ["C", "C", "O", "N", "C", "C", "C", "C", "C", "C", "C", "C", "C", "C", "C", "O", "C", "C", "O", "H", "H", "H", "H", "H", "H", "H", "H", "H", "H", "H", "H", "H", "H", "H", "H", "H", "H", "H", "H", "H", "H", "H", "H", "H", "H", "H", "H", "C", "C", "C", "C", "C", "C", "H", "H", "H", "H", "H", "H", "H", "H", "H", "H", "H", "H", "H", "H", "C", "C", "C", "C", "C", "C", "H", "H", "H", "H", "H", "H", "H", "H", "H", "H", "H", "H", "H", "H"], "coordinates": [[-4.8046, 2.3880, 4.2133], [-4.3184, 1.6914, 2.9874], [-3.4853, 0.8780, 3.0549], [-4.8970, 2.0597, 1.7476], [-4.8127, 3.5507, 1.5874], [-5.0152, 3.9854, 0.1784], [-3.8069, 4.0965, -0.7381], [-2.6140, 4.7512, -0.1243], [-2.9382, 6.1037, 0.4308], [-1.6864, 6.8564, 0.8667], [-0.9387, 6.2763, 2.0873], [0.4583, 5.8267, 1.6749], [1.1488, 4.9598, 2.6969], [0.6340, 3.5489, 2.6254], [1.5158, 2.6885, 1.7805], [1.7815, 3.2275, 0.4777], [1.2183, 2.6877, -0.6204], [1.3327, 1.2283, -0.8598], [0.7173, 3.3768, -1.4142], [-4.4837, 1.8365, 5.0585], [-4.3774, 3.3633, 4.2454], [-5.8715, 2.4331, 4.1988], [-5.8818, 1.8908, 1.8931], [-5.6286, 3.9581, 2.1511], [-3.9243, 3.9359, 2.0265], [-5.6844, 3.2666, -0.2498], [-5.5397, 4.9063, 0.1593], [-4.1212, 4.6823, -1.5728], [-3.5525, 3.1370, -1.1375], [-2.1963, 4.0676, 0.6263], [-1.8700, 4.8337, -0.8829], [-3.5004, 5.8810, 1.3432], [-2.0160, 7.8533, 1.0690], [-0.9731, 6.8589, 0.0762], [-0.7941, 7.0723, 2.7898], [-1.5440, 5.5074, 2.5017], [0.4011, 5.2616, 0.7732], [1.0270, 6.7209, 1.5455], [2.1981, 4.8832, 2.5306], [0.9697, 5.3639, 3.6651], [-0.3947, 3.5138, 2.3581], [0.6807, 3.1153, 3.6027], [2.4628, 2.6438, 2.2706], [1.1311, 1.6979, 1.7732], [1.6032, 0.6966, 0.0186], [0.3658, 0.8940, -1.1217], [1.9865, 1.0465, -1.6793], [-1.4557, -1.6167, -2.2357], [-0.2800, -1.3062, -3.1578], [-0.2369, -2.1795, -4.4102], [-0.0669, -3.6743, -4.1401], [1.1790, -4.0362, -3.3355], [2.4840, -3.6681, -4.0374], [-1.4116, -2.6404, -1.8560], [-1.4575, -0.9465, -1.3765], [-2.4042, -1.4878, -2.7608], [0.6569, -1.3958, -2.6003], [-0.3492, -0.2615, -3.4679], [0.5724, -1.8304, -5.0577], [-1.1590, -2.0314, -4.9802], [-0.0382, -4.2030, -5.0988], [-0.9480, -4.0542, -3.6162], [1.1733, -5.1148, -3.1525], [1.1446, -3.5593, -2.3528], [2.5603, -4.1688, -5.0048], [3.3411, -3.9724, -3.4346], [2.5641, -2.5935, -4.2025], [3.9085, -8.4467, 1.5957], [2.8541, -7.5440, 0.9590], [3.2385, -7.0478, -0.4331], [4.4973, -6.1821, -0.4835], [4.4529, -4.9325, 0.3942], [3.3485, -3.9573, -0.0044], [4.8539, -7.9228, 1.7405], [3.5773, -8.7979, 2.5734], [4.0982, -9.3222, 0.9720], [2.6480, -6.6974, 1.6187], [1.9175, -8.1011, 0.8790], [2.3970, -6.4916, -0.8545], [3.3846, -7.9112, -1.0899], [4.6678, -5.8799, -1.5214], [5.3667, -6.7826, -0.2007], [5.4171, -4.4243, 0.3186], [4.3366, -5.2096, 1.4454], [3.4728, -3.6372, -1.0402], [3.3733, -3.0693, 0.6268], [2.3591, -4.4045, 0.0978]], "lowdin_charge": [-0.0089, -0.5735, 0.1232, 0.0399, -0.2218, -0.2165, -0.2462, -0.3531, -0.2822, -0.2899, -0.2128, -0.2140, -0.2059, -0.1794, -0.1810, 0.0090, -0.5645, 0.0236, 0.1630, 0.0685, 0.0790, 0.0759, 0.1055, 0.1034, 0.0877, 0.0932, 0.0852, 0.0841, 0.0877, 0.0807, 0.0849, 0.0152, 0.0572, 0.0724, 0.0865, 0.0804, 0.0898, 0.1054, 0.0971, 0.0997, 0.1006, 0.1097, 0.1160, 0.1068, 0.0630, 0.0680, 0.0879, -0.0998, -0.2753, -0.2271, -0.2294, -0.2725, -0.1071, 0.0652, 0.0666, 0.0777, 0.0905, 0.1081, 0.1000, 0.1094, 0.1072, 0.1005, 0.1003, 0.0885, 0.0743, 0.0506, 0.0680, -0.1133, -0.2687, -0.2295, -0.2285, -0.2649, -0.1042, 0.0635, 0.0669, 0.0726, 0.0988, 0.1035, 0.0941, 0.1087, 0.1050, 0.0992, 0.1036, 0.0978, 0.0592, 0.0718, 0.0676]}



{"formula": "C22H40BFInNO3", "method": "ωB97M-V/def2-TZVPD", "e_homo_ha": [-0.1493, -0.1492], "molar_mass_g_mol": 511.2, "charge": -1, "spin_multiplicity": 2, "e_tot_ev": -39650.038, "elements": ["C", "C", "O", "B", "O", "In", "C", "C", "C", "F", "C", "C", "C", "C", "C", "C", "C", "C", "H", "H", "H", "H", "H", "H", "H", "H", "H", "H", "H", "H", "H", "H", "H", "H", "H", "H", "H", "H", "H", "H", "C", "C", "C", "C", "C", "C", "N", "O", "C", "C", "C", "H", "H", "H", "H", "H", "H", "H", "H", "H", "H", "H", "H", "H", "H", "H", "H", "H", "H"], "coordinates": [[8.0848, 2.2189, -1.8559], [6.4897, 1.8440, -1.7783], [6.2950, 1.1282, -0.4741], [4.8344, 0.8370, -0.4698], [3.9193, 1.9552, -0.0865], [3.8571, -1.1308, -1.0365], [5.1796, -2.9579, -0.8182], [5.2600, -3.6759, -2.2911], [6.6387, -4.5144, -2.5813], [7.8456, -3.9981, -1.8956], [1.8711, -1.2896, 0.1202], [0.7049, -0.8178, -0.9819], [0.5207, -1.8682, -2.2700], [-0.5392, -1.5552, -3.4816], [-1.4159, -0.1377, -3.3769], [-2.4410, 0.1358, -4.6643], [-1.2468, 0.8745, -2.0925], [-0.1707, 0.5718, -0.8591], [8.2175, 3.2970, -2.3365], [8.6315, 1.3878, -2.4748], [8.4936, 2.2464, -0.7409], [5.7793, 2.7963, -1.8485], [6.1157, 1.0963, -2.6031], [3.4869, 2.2068, -0.9775], [3.4308, -0.9942, -2.8113], [4.5930, -3.7204, -0.1117], [6.2250, -2.7563, -0.3123], [5.2316, -2.7920, -3.0913], [4.2699, -4.2848, -2.4440], [6.8524, -4.4045, -3.7507], [6.4463, -5.6738, -2.4180], [1.8645, -0.6174, 1.0854], [1.7303, -2.4482, 0.3623], [1.1654, -2.8526, -2.3130], [-0.6564, -2.2914, -4.3859], [-3.3061, 0.8838, -4.4162], [-1.7695, 0.5170, -5.5720], [-2.8176, -0.9422, -4.9873], [-1.8937, 1.8644, -2.0197], [-0.0018, 1.2904, 0.0544], [-3.1229, 2.7287, 4.5398], [-4.0566, 1.7652, 3.7310], [-5.1920, 2.5926, 3.0661], [-6.1220, 1.7212, 2.2248], [-5.3452, 0.9124, 1.1943], [-4.1114, 0.1483, 1.7507], [-3.2976, 0.9446, 2.7296], [-2.4908, 1.8243, 1.9832], [-4.5435, -1.1776, 2.4286], [-3.2848, -0.3438, 0.5107], [-4.6753, 0.8741, 4.8418], [-2.5329, 3.4048, 3.9123], [-3.7105, 3.3721, 5.2051], [-2.4252, 2.1573, 5.1644], [-4.7665, 3.3770, 2.4284], [-5.7814, 3.1099, 3.8289], [-6.7126, 1.0548, 2.8602], [-6.8477, 2.3645, 1.7087], [-6.0335, 0.2094, 0.7080], [-5.0198, 1.6080, 0.4085], [-3.6774, -1.6887, 2.8700], [-4.9840, -1.8692, 1.7006], [-5.2955, -1.0563, 3.2032], [-3.0199, 0.4762, -0.1674], [-3.8629, -1.0582, -0.0889], [-2.3605, -0.8466, 0.8194], [-4.9629, 1.4773, 5.7108], [-3.9547, 0.1283, 5.1925], [-5.5860, 0.3612, 4.5411]], "lowdin_spin": [0.0000, 0.0000, 0.0000, 0.0000, 0.0000, -0.0001, 0.0000, 0.0000, 0.0000, 0.0000, -0.0003, -0.0014, 0.0015, -0.0015, 0.0016, 0.0001, -0.0016, 0.0016, 0.0000, 0.0000, 0.0000, 0.0000, 0.0000, 0.0000, 0.0000, 0.0000, 0.0000, 0.0000, 0.0000, 0.0000, 0.0000, 0.0000, -0.0001, 0.0001, -0.0001, 0.0000, 0.0001, 0.0000, -0.0001, 0.0000, -0.0009, 0.0213, 0.0120, 0.0007, 0.0118, 0.0206, 0.2981, 0.6287, 0.0012, -0.0012, 0.0006, -0.0010, -0.0002, 0.0002, 0.0028, 0.0008, 0.0003, 0.0008, 0.0008, 0.0022, 0.0012, -0.0004, 0.0000, -0.0005, -0.0003, 0.0002, -0.0004, 0.0009, 0.0000]}



Question: Which formula does entry 2 have?
Answer: C27H56NO3